The following is a quantum chemistry calculation of C24H48F6Li3N3O36S6 as an isolated structure, from the Open Molecules 2025 dataset.

Last column: Löwdin charge in e.
Geometry (Å):
Li  9.094  19.102  -20.493  0.681
Li  6.560  18.769  -22.138  0.606
Li  9.674  19.524  -18.091  0.677
N  8.601  20.588  -19.238  -0.438
S  6.882  20.616  -19.454  0.547
O  6.482  20.239  -20.776  -0.308
O  6.157  21.661  -18.864  -0.173
F  6.645  19.342  -18.554  -0.164
S  8.825  22.138  -19.666  0.436
O  8.474  23.106  -18.701  -0.218
O  8.533  22.416  -21.014  -0.200
F  10.418  22.208  -19.543  -0.166
N  5.978  26.742  -21.222  -0.263
S  5.397  25.426  -20.395  0.488
O  4.742  25.735  -19.167  -0.278
O  6.089  24.185  -20.450  -0.290
F  4.211  25.221  -21.437  -0.201
S  7.465  26.669  -20.729  0.452
O  8.365  25.722  -21.314  -0.293
O  7.694  27.046  -19.360  -0.304
F  7.962  28.050  -21.459  -0.233
N  8.462  18.484  -22.229  -0.439
S  8.586  16.922  -22.858  0.538
O  9.156  15.993  -21.957  -0.226
O  8.821  16.780  -24.249  -0.214
F  7.015  16.627  -22.837  -0.188
S  9.351  19.242  -23.356  0.478
O  8.606  19.756  -24.444  -0.204
O  10.696  18.839  -23.556  -0.216
F  9.507  20.561  -22.476  -0.188
C  16.021  24.663  -15.739  -0.032
O  15.163  23.707  -16.353  0.008
C  14.891  23.913  -17.648  -0.580
O  14.989  24.955  -18.231  0.142
O  14.567  22.710  -18.193  -0.029
C  14.195  22.825  -19.567  -0.039
H  17.024  24.245  -15.647  0.096
H  15.644  24.900  -14.745  0.096
H  16.076  25.608  -16.276  0.089
H  14.193  21.824  -20.002  0.087
H  14.901  23.372  -20.189  0.101
H  13.215  23.288  -19.664  0.093
C  6.328  24.427  -16.328  -0.026
O  5.981  24.881  -15.026  0.021
C  5.821  23.950  -14.088  -0.617
O  6.191  22.804  -14.207  0.101
O  5.225  24.512  -13.041  0.015
C  5.143  23.687  -11.881  -0.047
H  5.698  23.605  -16.661  0.092
H  7.384  24.159  -16.440  0.079
H  6.267  25.266  -17.021  0.092
H  6.103  23.351  -11.501  0.096
H  4.518  22.803  -12.028  0.093
H  4.585  24.314  -11.189  0.095
C  13.648  20.027  -17.302  -0.003
O  13.126  21.075  -16.478  0.040
C  11.831  21.225  -16.492  -0.624
O  11.044  20.492  -17.073  -0.014
O  11.509  22.284  -15.803  0.059
C  10.161  22.493  -15.412  0.001
H  13.684  20.444  -18.306  0.081
H  13.064  19.108  -17.296  0.094
H  14.654  19.836  -16.944  0.110
H  10.058  23.480  -14.968  0.110
H  9.801  21.737  -14.714  0.096
H  9.467  22.528  -16.258  0.086
C  4.147  21.841  -22.798  0.016
O  4.581  21.591  -24.150  0.048
C  5.299  20.524  -24.411  -0.599
O  5.550  19.650  -23.610  0.024
O  5.613  20.505  -25.692  0.045
C  5.864  19.231  -26.274  -0.026
H  5.000  21.894  -22.129  0.087
H  3.355  21.156  -22.494  0.103
H  3.651  22.808  -22.826  0.096
H  6.844  19.204  -26.746  0.098
H  5.124  19.137  -27.070  0.100
H  5.795  18.367  -25.621  0.086
C  3.638  16.913  -23.164  0.009
O  3.658  16.335  -21.850  0.047
C  4.475  16.778  -20.939  -0.611
O  5.282  17.678  -21.105  0.019
O  4.355  16.107  -19.823  0.039
C  5.187  16.463  -18.703  -0.010
H  3.058  16.258  -23.801  0.103
H  4.665  16.992  -23.513  0.073
H  3.195  17.907  -23.129  0.105
H  5.064  15.647  -17.997  0.103
H  4.800  17.392  -18.290  0.097
H  6.224  16.477  -19.034  0.097
C  11.577  25.830  -17.938  -0.005
O  11.914  26.350  -16.653  0.019
C  13.012  27.067  -16.577  -0.658
O  13.702  27.405  -17.473  0.152
O  13.264  27.295  -15.280  -0.013
C  14.229  28.304  -15.014  -0.046
H  11.420  26.601  -18.697  0.112
H  10.628  25.336  -17.843  0.089
H  12.411  25.217  -18.284  0.078
H  13.981  29.202  -15.576  0.101
H  15.174  27.972  -15.465  0.085
H  14.413  28.387  -13.953  0.092
C  10.778  18.871  -14.170  0.003
O  9.466  18.317  -14.145  0.044
C  8.643  18.413  -15.159  -0.567
O  8.924  18.742  -16.311  0.026
O  7.415  18.262  -14.693  0.048
C  6.330  18.270  -15.597  -0.029
H  11.532  18.147  -13.858  0.104
H  10.807  19.683  -13.448  0.110
H  11.034  19.137  -15.193  0.071
H  6.646  17.845  -16.549  0.067
H  5.899  19.248  -15.817  0.109
H  5.522  17.691  -15.157  0.105
C  2.490  23.012  -18.486  -0.047
O  1.990  22.857  -19.796  0.005
C  0.854  23.443  -20.137  -0.613
O  0.087  24.007  -19.414  0.143
O  0.715  23.250  -21.458  -0.007
C  -0.306  24.001  -22.094  -0.050
H  1.951  22.406  -17.756  0.096
H  2.392  24.033  -18.097  0.102
H  3.571  22.901  -18.453  0.079
H  -1.189  24.188  -21.482  0.092
H  -0.748  23.375  -22.874  0.090
H  0.114  24.909  -22.517  0.100

Net charge: 0
Gap between HOMO and LUMO in eV: 6.08

***

The following is a quantum chemistry calculation of a 2-piece molecular cluster, C9H21BNO6PS3 overall, from the Open Molecules 2025 dataset.

Last column: Löwdin charge in e.
Geometry (Å):
C  -0.554  4.058  -0.180  -0.284
P  -2.041  3.504  -1.127  0.913
C  -2.897  4.964  -1.835  -0.318
B  -3.245  2.543  0.025  -0.522
C  -3.236  0.974  0.103  -0.155
C  -1.859  0.300  0.265  -0.214
C  -0.998  0.257  -1.008  -0.261
S  -0.746  -1.371  -1.639  0.570
O  -0.498  -2.301  -0.591  -0.265
O  0.198  -1.278  -2.710  -0.274
O  -2.165  -1.721  -2.269  -0.136
N  -4.255  3.256  0.837  0.144
C  -5.365  3.307  0.377  -0.821
S  -6.792  3.382  -0.250  0.745
H  -0.717  4.031  0.894  0.033
H  0.250  3.359  -0.398  0.019
H  -0.228  5.042  -0.498  0.037
H  -2.147  5.525  -2.388  0.031
H  -3.403  5.618  -1.128  0.036
H  -3.602  4.588  -2.571  0.029
H  -3.788  0.577  -0.754  0.118
H  -3.826  0.710  0.982  0.108
H  -2.045  -0.727  0.574  0.104
H  -1.322  0.795  1.069  0.117
H  -0.017  0.687  -0.832  0.110
H  -1.437  0.836  -1.819  0.064
H  -2.427  -0.980  -2.835  0.096
C  2.729  -2.947  -0.541  -0.064
C  2.487  -3.054  0.947  -0.242
O  3.519  -3.797  1.646  -0.264
S  4.908  -3.078  1.891  0.558
C  5.557  -4.241  3.041  -0.125
O  4.672  -1.828  2.547  -0.280
O  5.691  -3.118  0.697  -0.275
H  3.610  -2.345  -0.763  0.076
H  1.860  -2.483  -1.003  0.041
H  2.887  -3.933  -0.979  0.091
H  2.382  -2.071  1.410  0.114
H  1.569  -3.605  1.139  0.119
H  4.946  -4.227  3.939  0.073
H  6.574  -3.928  3.266  0.075
H  5.558  -5.223  2.579  0.074

Net charge: 0
Gap between HOMO and LUMO in eV: 8.10
SMILES string: CP(C)B(CCCS(=O)(=O)O)N=C=S.CCOS(C)(=O)=O